A cluster of 9 separate species, C36H99N9O9 in total at a distorted geometry. Source: OMol25; level of theory: wB97M-V/def2-TZVPD.

SMILES ... COC[C@H](C)N.COC[C@H](C)N.COC[C@H](C)N.COC[C@H](C)N.COC[C@H](C)N.COC[C@H](C)N.COC[C@H](C)N.COC[C@H](C)N.COC[C@H](C)N
LUMO level ... 0.45 eV
HOMO level ... -8.77 eV
Orbital gap ... 9.22 eV
DFT total energy ... -2600.7726 Ha

The geometry in XYZ format:
```
153
Properties=species:S:1:pos:R:3:forces:R:3:mulliken_charge:R:1
C 5.642867 -3.792267 4.155203 0.3 0.4 0.9 -0.744
C -4.600678 3.125182 1.889175 0.1 0.9 -1.0 0.267
H -2.248175 0.288328 -1.953215 -0.3 0.0 0.0 -0.079
H -1.786950 1.938343 -6.407823 -0.2 -0.1 0.0 0.362
O 1.164682 -1.613347 -3.680872 0.0 0.2 0.1 0.080
C -4.152218 -1.123161 0.760467 0.5 -0.1 0.5 -0.130
H 0.855741 -2.012068 1.113949 0.3 0.1 -0.2 -0.502
O -3.911933 4.328767 2.146730 -0.3 1.0 0.2 -0.429
H -1.022308 5.184734 -2.098393 -0.4 -0.6 0.3 0.404
C -5.480460 4.070725 -0.347673 0.6 -0.5 -0.3 -1.226
H -2.932439 1.370579 -0.681867 0.1 -0.2 0.2 -0.571
H 2.869693 -2.970941 -2.048046 0.1 -0.5 -0.2 -0.208
N 4.491881 2.403074 3.628624 0.0 0.2 -0.8 -0.761
H 5.428278 -3.465962 5.183446 -0.3 -0.1 0.0 0.298
H -6.191240 2.402075 0.807733 -0.7 0.3 0.0 0.381
H 1.684113 0.456378 -1.189648 0.2 0.1 0.2 0.443
H 6.364111 0.794849 3.739147 0.3 -0.1 0.1 0.272
C -3.268302 -0.872818 3.072799 -0.1 0.0 1.4 -1.160
O 4.541034 -3.653875 3.302576 0.1 0.0 -0.3 -0.297
H -0.980142 -2.940930 0.018869 -0.6 -0.1 0.2 -0.280
H -1.370107 -2.833086 4.354454 -0.1 0.5 0.1 0.157
H -2.377350 2.605630 -4.902970 0.1 0.0 0.2 0.378
H -0.076600 -1.241252 2.141929 0.1 0.4 0.1 0.132
H 4.309916 -2.538964 -5.890770 0.3 -0.1 0.0 0.266
H -2.095191 2.070012 -2.039277 0.1 -0.1 -0.2 0.323
C -1.917051 -2.780502 3.409190 0.4 -0.8 -0.3 -0.656
O 0.986809 -4.471335 0.564076 0.2 -0.2 -0.2 -0.164
H 1.497966 -3.064487 3.687591 0.3 -0.1 -0.3 -0.024
H 4.823913 0.100235 -0.674710 0.4 -0.3 -0.3 0.038
H -0.740067 3.633452 0.516273 0.1 -0.1 -0.1 -0.733
H -6.383943 4.356696 -0.882463 -0.1 -0.1 0.1 0.410
H -4.986389 -1.334749 0.094763 -0.1 -0.1 0.1 0.604
H -4.349220 1.454519 -5.214588 0.2 0.2 0.0 0.369
N -6.759662 4.321421 1.686130 0.6 -0.8 0.7 -0.813
C -0.284733 4.627485 0.460883 0.0 0.3 -0.5 0.175
C 0.242066 -0.551757 -3.839686 -0.4 -0.6 0.5 -0.942
H 1.159335 -1.167284 -1.123959 -0.2 -0.2 0.3 -0.901
C 4.068694 -2.322683 3.223446 -0.3 0.3 -0.1 -0.061
H 4.446230 1.668259 -1.321707 0.0 0.2 0.2 0.236
C -2.715226 4.140969 2.885868 -0.8 -0.7 -0.3 -0.065
H -6.443892 -0.286882 -4.579235 -0.3 0.0 -0.5 0.306
H 2.595913 -0.715711 -0.229518 -0.1 0.1 0.4 0.079
C -2.097955 1.205772 -1.374543 0.1 0.1 -0.1 -0.232
C -4.440230 -1.371984 2.232622 -0.6 0.1 -0.1 0.668
H -4.190393 -2.657109 -4.145113 0.1 -0.3 -0.2 0.467
H 4.885696 -1.607452 3.073038 0.2 0.0 0.3 0.236
H 3.851009 -1.880383 5.308281 -0.2 -0.2 0.1 0.345
C 0.615036 4.676533 -0.797541 0.2 -1.5 0.7 0.632
H -0.716840 -0.900861 -3.447922 0.0 -0.1 -0.1 -0.344
H 1.697032 -6.413993 0.949605 -0.2 0.0 -0.1 0.454
H 0.079410 -0.325984 -4.895071 0.2 0.3 0.0 0.769
C 5.270614 1.069006 -0.916209 0.0 0.5 0.4 -0.435
H 3.904866 2.074045 1.033736 -0.1 -0.1 -0.3 -0.325
H 0.164795 -5.899947 -0.655795 0.2 -0.2 -0.3 0.512
H -1.351010 -3.399539 2.706310 -0.1 0.0 0.0 0.069
H 4.665090 0.529396 1.586895 -0.3 -0.1 -0.1 -0.293
H -5.011809 2.710285 2.816252 0.5 -0.5 0.0 0.335
H 1.923527 -0.507681 4.912806 0.0 0.5 0.0 0.275
H -3.188098 0.212630 2.985080 0.3 0.0 -0.5 0.166
H 1.645211 6.491916 1.262280 0.0 -0.2 -0.2 0.285
H -4.919012 3.375853 -0.981614 -0.1 0.0 0.0 0.184
C 6.694122 1.605899 3.093900 0.2 0.8 -1.1 -1.305
H -1.688618 -2.606076 -1.550385 -0.4 -0.2 0.0 0.144
H -2.005610 -4.222225 -0.739690 -0.3 0.1 -0.1 0.280
H -3.275815 -1.712163 0.479674 -0.1 0.0 -0.2 -0.417
H 0.699255 -3.053264 -1.461862 0.0 0.1 0.0 -1.556
H 5.226830 -3.017686 -4.593813 0.2 0.0 -0.4 0.254
H 2.003736 3.545862 0.174094 0.4 0.3 -0.2 0.185
H 7.322115 2.334639 3.607505 -0.4 -0.1 0.6 0.335
H -3.470911 -1.007131 4.145156 -0.4 -0.1 0.0 0.496
H 3.990498 -1.769792 -2.082655 0.5 0.3 -0.8 0.022
H -0.389921 3.499313 -2.332168 0.1 0.0 -0.3 -0.093
H 2.558553 -3.861911 4.908809 -0.4 -0.2 -0.4 0.350
H 3.645893 2.798058 3.222368 -0.2 -0.1 0.4 0.260
H -4.670850 -2.419921 2.456580 0.5 -0.2 -0.2 0.348
H -4.500812 -0.378454 -3.634301 0.0 0.1 -0.1 -0.088
H -2.990037 3.596854 3.797641 0.5 -0.2 0.0 0.339
C 0.757809 -4.984516 -0.750703 -0.5 0.6 0.2 -1.389
O -0.836550 1.155262 -0.749814 0.3 0.3 0.2 0.843
O 0.488141 4.753402 1.632913 0.2 -0.2 0.3 -0.251
H -0.780357 1.793038 -5.024297 -0.1 -0.4 0.5 0.240
H 6.498875 -3.164762 3.876011 0.0 -0.2 -0.5 0.275
H -2.671133 -1.799779 -4.530833 -0.1 -0.1 0.1 0.028
C -3.710923 -1.949115 -4.819002 0.0 0.9 -0.1 -1.111
H -0.503135 -3.259822 -3.228055 -0.1 -0.3 -0.9 0.028
C -5.811273 3.412439 0.987075 0.4 0.9 0.2 0.268
H -6.176031 -1.811081 -4.951297 0.3 -0.2 -0.1 0.281
H 1.304115 -2.763921 5.365311 0.4 0.7 0.3 0.465
C 0.916732 6.062902 1.956765 -0.4 0.0 -0.3 -0.834
H 1.282562 5.538986 -0.781331 -0.3 0.2 -0.1 0.477
H 7.374749 1.277686 2.304028 -0.3 -0.5 -0.1 0.320
H 0.832553 2.761770 -0.424100 0.1 -0.5 -0.7 -0.300
H 0.031879 6.707064 1.963970 0.1 0.3 0.2 0.333
H 0.502132 0.302018 -3.206940 0.2 0.3 -0.4 0.311
H 5.705068 3.327485 2.222041 0.1 -0.1 -0.2 0.442
H -6.455545 -0.955458 2.163962 0.0 0.0 -0.1 0.234
H 4.271416 1.449731 3.907982 -0.4 0.0 0.1 0.248
N -0.196783 -4.198390 -2.983630 0.2 0.2 1.2 -0.718
C 1.592821 -0.385233 -0.496851 -0.4 0.7 -1.1 0.270
C 4.839453 1.576002 1.309474 1.6 0.5 0.5 0.975
O -2.007363 -1.484385 2.855433 -0.4 0.2 -0.4 -0.276
H -3.893168 -0.063216 0.703447 -0.1 0.0 -0.3 -0.365
H 6.053557 1.046939 -1.669219 0.0 -0.4 0.1 0.354
H 1.399716 6.019906 2.929467 -0.2 0.0 0.1 0.278
H -2.254214 5.079932 3.182724 -0.2 0.2 -0.3 0.227
N 1.502787 3.477825 -0.714044 -0.2 0.0 0.9 -0.433
C 0.720905 -0.005749 0.690746 0.0 -0.5 0.0 0.559
H -5.789829 -0.634640 3.605982 0.0 0.0 0.0 0.222
C -4.500156 -0.632065 -4.708748 0.9 -1.0 1.0 1.051
N 2.664829 -0.551685 4.220329 0.4 -1.0 -0.1 -0.657
H -6.234506 5.185477 1.831081 -0.1 0.1 -0.4 0.352
H 3.465080 -2.224524 2.316503 -0.2 -0.3 0.0 -0.236
O -2.466271 0.543797 -5.025573 0.5 0.3 0.4 0.071
H 2.830275 -0.390989 -4.011347 0.2 -0.2 0.5 0.327
C 5.450518 2.304783 2.506776 0.1 -0.3 1.1 0.100
H -3.918954 0.296971 -6.495868 0.2 0.3 -0.1 0.273
H -1.329134 0.671673 1.178593 0.3 0.0 0.3 0.278
H -6.741204 3.978700 2.651814 -0.7 0.0 -0.1 0.324
C 2.393552 -1.351851 -4.316914 0.0 0.1 -0.7 -1.057
H 0.729042 -4.250612 -3.404754 -0.1 -0.1 -0.1 0.534
H 2.821326 -3.456702 -4.411145 -0.2 0.0 0.1 0.068
H 1.738702 -5.131774 -1.216780 -0.2 -0.5 -0.2 0.405
H 1.027678 -5.487590 2.323026 -0.1 -0.2 0.0 0.255
H 0.422109 5.105142 -2.847146 0.4 -1.1 -0.5 0.430
C 3.205913 -1.940247 4.428563 -0.5 1.5 -0.2 0.257
C -1.310395 -3.405159 -0.913122 1.7 -0.3 0.1 -0.794
C -0.742990 0.257103 0.349364 -0.4 -0.1 -0.9 0.338
C -3.807972 0.525731 -5.426226 -1.0 -1.1 -0.5 -0.970
H -3.720963 -2.277709 -5.860018 -0.1 -0.3 0.1 0.334
C 0.014750 -3.906860 -1.536161 0.1 0.4 0.0 2.924
N 0.794411 -1.131694 1.623376 -0.2 -0.3 0.6 0.632
H 2.169296 -0.607586 3.326260 -0.1 0.2 0.0 0.146
H -2.057616 3.584462 2.212144 0.4 -0.2 0.6 -0.271
N -5.859888 -0.875436 -5.171995 -0.5 1.0 0.3 -0.789
C 2.072437 -2.924855 4.604997 0.3 -1.4 0.3 -1.092
H -1.224601 -0.696403 0.097467 0.1 0.0 -0.1 -0.864
N -5.625155 -0.580387 2.604979 0.2 0.3 0.3 -0.586
H -1.147625 5.313424 0.442746 0.3 0.4 0.0 0.656
H 1.114141 0.912926 1.139004 0.2 -0.1 0.2 -0.178
C 1.619046 -5.426755 1.405272 -0.1 0.2 0.7 -0.916
H 2.618917 -5.137874 1.740651 0.1 0.3 -0.4 0.210
N 4.542952 -2.348271 -4.923436 -0.4 0.2 0.3 -0.744
H 2.196519 -1.171407 -5.386834 0.1 -0.4 -0.1 0.355
C 3.741913 -2.675092 -2.645092 -0.9 -0.1 1.0 -0.722
H 5.937400 -4.837272 4.218131 0.0 0.0 -0.3 0.307
C -1.825717 1.757971 -5.323350 -0.2 0.7 -1.0 -1.004
C 3.337510 -2.539752 -4.103275 0.3 0.8 0.1 0.863
H -4.850865 4.956775 -0.251985 -0.1 0.0 0.3 0.246
H 4.540947 -3.402921 -2.501592 -0.1 -0.1 0.0 0.498
C -0.139056 4.527586 -2.107081 -0.3 2.4 0.2 -1.425
O 5.824438 1.633923 0.274426 -1.2 -0.3 -0.5 -0.463
H -3.906882 2.483009 1.327388 -0.1 -0.6 0.4 -0.483
H -2.887046 -3.258453 3.557489 -0.1 0.1 -0.1 0.459
```
Positions in Å, forces in eV/Å.